#A
Here is a cluster of 6 separate species, C21H32N3O10 in total from OMol25. Energies are from wB97M-V/def2-TZVPD.

ORCA input file:
```
! RIJCOSX wB97M-V def2-TZVPD def2/J DEFGRID3
* xyz 1 1
C 29.09400 29.37900 33.25800
C 29.54700 30.69600 33.36600
O 29.73800 31.42600 34.38200
N 29.83000 31.32700 32.03100
H 30.33100 32.36800 31.91800
H 30.59200 30.53500 31.46600
C 28.68900 31.39100 31.05100
H 29.49900 28.75500 32.33800
H 27.98300 29.59200 33.29300
H 29.11300 28.81800 34.39800
H 28.16200 30.33600 30.97200
H 28.98200 31.67600 29.90000
H 27.87800 31.99200 31.39300
C 34.72800 30.88400 26.83800
C 34.89300 31.97500 27.97500
O 35.68300 32.83100 27.82800
N 34.04700 31.74800 29.34800
H 33.47300 32.77400 29.45900
H 33.27800 30.96100 29.30300
C 34.95900 31.70900 30.43200
H 33.75900 30.86700 26.27400
H 35.06600 29.92900 27.39800
H 35.60900 30.88700 26.13000
H 34.47500 31.81700 31.36400
H 35.59700 32.59800 30.35500
H 35.71200 30.89900 30.48400
N 31.61000 29.22500 30.04400
O 32.40700 29.40000 29.16000
O 30.51700 28.65700 29.80200
O 31.81800 29.56600 31.24000
C 31.70000 26.19100 25.82000
C 32.71900 26.89200 26.67200
C 34.07900 26.69200 26.17200
O 32.46900 28.38200 26.70600
H 30.55300 26.41300 26.06800
H 31.87000 25.15400 26.08000
H 31.86100 26.46800 24.92100
H 32.68900 26.38000 27.71700
H 34.37000 27.33500 25.20000
H 34.22000 25.63300 25.94200
H 34.88500 27.19400 26.81000
H 32.21300 28.60000 27.63400
C 29.94700 30.59700 26.92400
C 29.07200 30.68400 25.66300
C 28.94900 32.02900 24.97900
O 28.46800 32.21400 23.94800
C 29.43600 33.19800 25.75700
C 30.01900 33.06400 27.02200
C 30.39100 31.77600 27.69900
O 31.00100 31.70200 28.76000
H 30.19900 29.76900 27.57800
H 28.79700 29.75000 25.15900
H 29.44900 34.28100 25.25100
H 30.33600 33.86800 27.55200
C 30.71100 23.75600 32.44600
C 31.21600 24.03200 33.96700
C 31.99400 25.40600 34.02300
O 32.39900 25.91900 35.05400
C 32.06700 26.26600 32.84200
C 31.65200 25.82400 31.50800
C 31.03700 24.55500 31.27000
O 30.84200 24.07600 30.15100
H 30.04400 22.94900 32.37200
H 30.85000 23.37100 34.84800
H 32.54700 27.14500 32.89600
H 31.73000 26.77900 30.67500
*
```

Values from the calculation:
Lowest unoccupied orbital energy: -4.8 eV
HOMO-LUMO gap: 6.8 eV

=====

#B
Here is a cluster of 6 separate species, C21H32N3O10 in total from OMol25. Energies are from wB97M-V/def2-TZVPD.

ORCA input file:
```
! RIJCOSX wB97M-V def2-TZVPD def2/J DEFGRID3
* xyz 1 1
C 0.59602 -4.44409 2.47567
C -0.02498 -3.19509 3.16767
O 0.52402 -2.69209 4.18167
N -1.10998 -2.55009 2.47067
H -0.80098 -1.86509 1.88867
H -1.74498 -3.17209 1.81867
C -2.08998 -1.90409 3.45367
H 0.96402 -4.19409 1.49467
H -0.33398 -5.03109 2.09467
H 1.47102 -4.82509 2.91467
H -2.41498 -2.64609 4.18967
H -3.04398 -1.44409 2.96167
H -1.47198 -1.22509 4.04967
C 0.14202 -1.53409 -2.76833
C -1.01398 -0.73109 -2.75533
O -0.96098 0.44691 -2.95733
N -2.45398 -1.27709 -2.86633
H -2.49898 -1.85809 -3.91133
H -2.63798 -2.08709 -2.10133
C -3.59998 -0.22209 -2.73433
H -0.21798 -2.34909 -2.15733
H 1.02602 -1.09409 -2.15333
H 0.42302 -1.83009 -3.86133
H -3.18398 0.27591 -1.81733
H -4.41698 -0.71009 -2.34133
H -3.79698 0.50191 -3.64933
N 0.10402 -0.19909 0.48067
O 1.17802 0.37391 0.39167
O 0.11302 -1.44209 0.31067
O -0.78998 0.19491 1.29867
C 4.69402 -1.42209 -0.52933
C 3.83302 -2.58009 -1.01733
C 4.49002 -3.94209 -1.16733
O 2.88702 -2.87509 0.01367
H 5.49102 -1.43209 -1.07933
H 5.04902 -1.57509 0.54367
H 4.31702 -0.64709 -0.57633
H 3.34702 -2.16409 -1.97433
H 3.96502 -4.67009 -1.72233
H 5.12402 -4.29009 -0.38233
H 5.33202 -3.88809 -1.94533
H 2.24602 -2.07009 0.05867
C 0.99802 4.09991 -2.17133
C -0.00998 3.05691 -1.71333
C -1.50198 3.30691 -2.04133
O -2.38398 2.43991 -1.75133
C -1.84998 4.50091 -2.67833
C -0.91598 5.37491 -3.25133
C 0.49602 5.24491 -3.00233
O 1.23602 6.09691 -3.42933
H 2.11402 3.93891 -1.90533
H 0.23202 2.10791 -1.02133
H -2.98998 4.65891 -2.77633
H -1.21298 6.22591 -3.93133
C -2.52798 3.17491 3.24767
C -1.77298 2.00191 4.11267
C -0.30798 1.73491 3.88567
O 0.27302 0.87291 4.37867
C 0.29002 2.46191 2.75067
C -0.40798 3.50791 2.00567
C -1.78598 3.83191 2.21567
O -2.24498 4.81591 1.57867
H -3.49298 3.10991 3.28367
H -2.43398 1.56091 4.95067
H 1.38102 2.08991 2.47367
H 0.11102 4.06891 0.99867
*
```

Values from the calculation:
Lowest unoccupied orbital energy: -3.9 eV
HOMO-LUMO gap: 7.5 eV

=====

Most stable pick: #A. Distance to second place: 50.7 kcal/mol.

=====

#A
Here is the ion C4H9NO2 with charge +1 from OMol25. Energies are from wB97M-V/def2-TZVPD.

ORCA input file:
```
! RIJCOSX wB97M-V def2-TZVPD def2/J DEFGRID3
* xyz 1 2
O 1.17381 0.36733 2.26849
C 1.27262 -0.32003 1.26629
O 2.29341 -1.28462 1.09288
C 0.42430 -0.01262 -0.00114
C -0.95653 0.54109 0.20697
C -1.46654 1.06353 -1.11970
N 0.55889 -1.35640 -0.67373
H 2.97033 -0.90357 1.83237
H 1.08762 0.81586 -0.54340
H -0.99253 1.30573 1.08982
H -1.48222 -0.34369 0.64963
H -1.04253 1.95989 -1.46583
H -1.58222 0.26473 -2.00303
H -2.59198 1.23584 -0.82077
H -0.05871 -2.05784 -0.14092
H 0.39228 -1.27524 -1.63792
*
```

Values from the calculation:
Lowest unoccupied orbital energy (alpha / beta): -4.0 / -9.3 eV
HOMO-LUMO gap (alpha / beta): 11.8 / 6.2 eV

=====

#B
Here is the ion C4H9NO2 with charge +1 from OMol25. Energies are from wB97M-V/def2-TZVPD.

ORCA input file:
```
! RIJCOSX wB97M-V def2-TZVPD def2/J DEFGRID3
* xyz 1 2
O -1.76446 0.51691 -2.35389
C -0.86371 0.81505 -1.67239
C -0.46356 -0.04485 -0.40694
C -1.73087 -0.71682 0.20115
N 0.33733 0.63576 0.49110
C 1.74537 0.32449 0.59822
O 1.80830 -0.95831 1.18217
H -0.22161 1.66709 -1.97212
H 0.14058 -0.83028 -0.88444
H -1.62777 -0.78283 1.28477
H -2.62429 -0.13703 -0.03232
H -1.78179 -1.71414 -0.22566
H -0.10545 0.84818 1.38033
H 2.22794 0.36925 -0.36487
H 2.23386 1.08456 1.20139
H 2.69014 -1.07705 1.57350
*
```

Values from the calculation:
Lowest unoccupied orbital energy (alpha / beta): -4.1 / -8.4 eV
HOMO-LUMO gap (alpha / beta): 11.3 / 6.8 eV

=====

Most stable pick: #B. Distance to second place: 22.8 kcal/mol.

=====

#A
Here is a structure of composition C28H79N7O8 from OMol25. Energies are from wB97M-V/def2-TZVPD.

ORCA input file:
```
! RIJCOSX wB97M-V def2-TZVPD def2/J DEFGRID3
* xyz 0 1
O -2.69921 -0.72406 11.45609
H -3.53090 -0.30501 11.67727
H -2.94872 -1.56332 11.06929
C -4.95517 -2.96710 10.69338
C -3.77453 -2.90368 9.75540
C -3.86183 -1.79254 8.69460
O -4.99871 -1.93716 7.79263
C -5.07937 -0.95914 6.81357
N -2.63364 -2.64483 10.65463
H -5.87900 -3.14957 10.14443
H -5.21026 -1.98039 11.07996
H -4.97556 -3.71249 11.48841
H -3.69089 -3.82529 9.17942
H -2.97798 -1.72522 8.06028
H -4.00744 -0.82348 9.17193
H -5.31018 0.05582 7.13710
H -5.98401 -1.08774 6.21926
H -4.17570 -0.94036 6.20437
H -2.61810 -3.41602 11.30664
H -1.84342 -2.93024 10.09411
C -4.47394 -1.86926 13.63249
C -5.15304 -0.43714 13.71215
C -5.69917 0.07241 12.36057
O -4.62927 -0.04057 11.40164
C -5.08994 0.43157 10.11556
N -6.18059 -0.50592 14.79025
H -3.73311 -1.85536 14.43190
H -3.95007 -2.07229 12.69845
H -5.11206 -2.74091 13.77785
H -4.43243 0.30026 14.06579
H -6.14045 1.06179 12.48109
H -6.49996 -0.58738 12.02665
H -4.16258 0.45078 9.54309
H -5.50950 1.43408 10.03153
H -5.75067 -0.28360 9.62560
H -6.86240 -1.20505 14.53247
H -5.80396 -0.91768 15.63210
C 0.18433 3.03245 13.72331
C -1.34913 2.87941 13.86863
C -1.78978 1.47222 14.32145
O -1.46091 0.42464 13.38645
C -1.97657 -0.83681 13.78015
N -1.82714 3.87459 14.84022
H 0.38831 4.02980 13.33372
H 0.78786 2.38274 13.08949
H 0.67708 3.05476 14.69532
H -1.77763 3.17874 12.91215
H -2.85790 1.43601 14.53576
H -1.32747 1.21356 15.27406
H -3.05726 -0.77166 13.65383
H -1.73626 -1.12266 14.80419
H -1.54167 -1.63194 13.17457
H -1.37804 3.79430 15.74132
H -2.82156 3.76696 14.98043
C 0.17600 0.76984 5.60773
C -0.15717 0.11171 6.91656
C -1.48896 -0.58431 6.86914
O -1.77193 -1.08657 8.14057
C -2.29405 -0.15131 9.08260
N 0.92566 -0.74266 7.29285
H 1.15480 1.24375 5.68180
H -0.59246 1.53509 5.49849
H 0.11124 0.06246 4.78098
H -0.20898 0.81556 7.74722
H -1.47504 -1.42769 6.17878
H -2.23616 0.08796 6.44742
H -2.67692 -0.66388 9.96509
H -3.21974 0.28621 8.70874
H -1.66610 0.70920 9.31346
H 1.09041 -1.30490 6.47014
H 0.44790 -1.30892 7.97929
C -2.78432 -2.74936 13.09137
C -1.92467 -3.82199 12.42608
C -1.63371 -4.90679 13.42520
O -0.71856 -5.98653 13.07513
C 0.63665 -5.56905 12.80479
N -2.66386 -4.41579 11.31620
H -3.67677 -3.15219 13.57029
H -3.14680 -1.97117 12.41971
H -2.30213 -2.05540 13.77986
H -0.94488 -3.47123 12.10194
H -2.49176 -5.42292 13.85586
H -1.09103 -4.39995 14.22315
H 1.08326 -6.48813 12.42539
H 1.24727 -5.16916 13.61432
H 0.66452 -4.85754 11.97953
H -2.03820 -5.15547 11.03068
H -3.41956 -4.93850 11.73548
C -7.00248 3.38560 13.53314
C -5.92912 2.45624 14.05558
C -4.57298 2.67415 13.45704
O -4.60750 2.59670 12.07319
C -3.39965 2.32691 11.39682
N -5.77128 2.58735 15.48501
H -7.91833 3.16569 14.08174
H -7.14115 3.31892 12.45406
H -6.89070 4.44341 13.77113
H -6.17666 1.42053 13.82288
H -3.90273 1.91286 13.85616
H -4.10250 3.59821 13.79301
H -3.08925 1.28485 11.47348
H -2.52311 2.92885 11.63653
H -3.62677 2.39249 10.33277
H -6.64542 2.32580 15.91809
H -5.82421 3.58865 15.60626
C 0.85560 0.56097 9.94441
C 0.25118 1.20932 11.15673
C -1.09753 1.94043 10.90910
O -0.97255 3.02592 10.00180
C -2.16257 3.61819 9.57048
N 0.01879 0.17660 12.13950
H 0.42670 -0.37368 9.58303
H 1.90368 0.33663 10.14259
H 0.83778 1.25621 9.10511
H 1.05947 1.76891 11.62754
H -1.47310 2.32896 11.85571
H -1.83964 1.26506 10.48336
H -1.97700 4.47585 8.92388
H -2.92282 3.87338 10.30871
H -2.72544 2.81936 9.08760
H -0.52737 0.62261 12.86260
H -0.65554 -0.42778 11.69216
*
```

Values from the calculation:
Lowest unoccupied orbital energy: 0.4 eV
HOMO-LUMO gap: 7.4 eV

=====

#B
Here is a cluster of 8 separate species, C28H79N7O8 in total from OMol25. Energies are from wB97M-V/def2-TZVPD.

ORCA input file:
```
! RIJCOSX wB97M-V def2-TZVPD def2/J DEFGRID3
* xyz 0 1
C -3.73108 -2.32692 7.68317
O -3.78682 -3.65424 7.11980
C -5.08710 -3.82493 6.47583
C -5.33842 -5.26165 5.94064
C -4.25791 -5.62271 4.90258
N -6.69444 -5.59479 5.48861
H -2.80119 -2.25163 8.24685
H -4.51102 -2.06403 8.39777
H -3.70705 -1.58243 6.88739
H -5.87681 -3.64682 7.20571
H -5.27986 -3.09658 5.68812
H -5.26023 -6.01446 6.72504
H -4.26500 -5.01160 4.00004
H -4.35451 -6.62457 4.48422
H -3.24008 -5.60619 5.29225
H -6.60622 -6.59254 5.35896
H -7.31133 -5.56086 6.28761
C -1.16749 1.89237 -1.86323
O -0.11129 1.05132 -1.32390
C -0.28201 0.94724 0.14229
C 0.77736 -0.09691 0.72312
C 0.49523 -0.49661 2.18608
N 2.13635 0.45135 0.68037
H -2.11235 1.34962 -1.89087
H -0.84901 2.21105 -2.85576
H -1.30679 2.80138 -1.27808
H -0.32292 1.83520 0.77312
H -1.25565 0.49269 0.32528
H 0.87036 -0.93151 0.02821
H -0.47026 -0.97214 2.35871
H 0.58302 0.33761 2.88213
H 1.17343 -1.27895 2.52680
H 2.24014 1.04669 1.48962
H 2.14152 1.12306 -0.07387
C 9.52207 3.10981 4.03501
O 9.85775 1.85935 4.57896
C 8.82755 0.90773 4.68559
C 9.37210 -0.36558 5.34170
C 8.39396 -1.56672 5.39461
N 9.82431 -0.12805 6.70893
H 9.31601 3.69082 4.93393
H 8.61910 2.97877 3.43871
H 10.40924 3.47582 3.51821
H 7.90553 1.20163 5.18721
H 8.53952 0.63432 3.67052
H 10.22034 -0.76069 4.78271
H 8.83702 -2.32880 6.03574
H 8.31651 -1.96314 4.38221
H 7.36754 -1.38794 5.71491
H 10.39070 0.70502 6.78167
H 9.05755 0.08661 7.33030
C 2.14603 0.77077 -10.83598
O 3.21217 0.80926 -9.88643
C 2.93674 0.36628 -8.51418
C 4.23158 0.02929 -7.75231
C 4.11523 -0.77885 -6.48779
N 4.89012 1.24767 -7.44732
H 2.49375 1.11919 -11.80851
H 1.36106 1.47349 -10.55653
H 1.75648 -0.22736 -11.03620
H 2.32165 1.14665 -8.06607
H 2.42837 -0.59664 -8.56358
H 4.84299 -0.58757 -8.41091
H 3.44711 -0.47388 -5.68237
H 5.08631 -0.96056 -6.02726
H 3.81520 -1.76792 -6.83395
H 4.70727 1.80767 -8.26773
H 5.89049 1.10869 -7.44173
C 4.05453 9.46252 4.23253
O 3.48188 8.10703 4.16889
C 2.63972 7.79972 5.28743
C 1.76198 6.60784 4.87649
C 0.60430 6.32361 5.83676
N 2.50677 5.37223 4.58097
H 4.83726 9.44298 3.47422
H 4.39524 9.73447 5.23156
H 3.32228 10.20773 3.92175
H 3.31160 7.43057 6.06228
H 2.08812 8.63400 5.72080
H 1.25015 6.81632 3.93699
H 0.00258 5.46153 5.54894
H -0.09525 7.14784 5.97597
H 1.10164 6.06767 6.77230
H 3.07672 5.18469 5.39341
H 3.09182 5.80505 3.88062
C -3.03149 -2.93154 -8.89344
O -2.19955 -3.74315 -8.19194
C -2.42497 -3.62189 -6.81938
C -1.33848 -4.37602 -6.05524
C -1.44845 -5.90661 -6.30633
N -1.35267 -4.10348 -4.59973
H -2.76284 -3.03204 -9.94503
H -2.93472 -1.85570 -8.74746
H -4.10788 -3.07785 -8.80364
H -2.36087 -2.60564 -6.43052
H -3.34698 -4.11640 -6.51368
H -0.33838 -4.13227 -6.41368
H -2.34167 -6.30375 -5.82414
H -0.60467 -6.42002 -5.84530
H -1.46026 -6.16418 -7.36540
H -0.51105 -4.46055 -4.17048
H -1.28890 -3.09667 -4.55098
C -9.47194 -1.84320 -3.19928
O -8.28895 -1.30172 -2.54839
C -8.54794 -0.46518 -1.45006
C -8.86071 -1.11057 -0.08364
C -9.43507 -0.09312 0.88604
N -7.63097 -1.67251 0.43393
H -10.08832 -2.42441 -2.51344
H -9.19129 -2.49199 -4.02900
H -10.09338 -1.11288 -3.71750
H -7.68582 0.18931 -1.32167
H -9.38751 0.18131 -1.70553
H -9.51967 -1.97006 -0.20674
H -10.34278 0.32094 0.44705
H -8.61886 0.61569 1.02574
H -9.62275 -0.59481 1.83534
H -7.22775 -2.32629 -0.22189
H -7.89739 -2.43104 1.04529
O 3.27847 3.78509 -2.35253
H 3.72747 3.68169 -3.19154
H 2.43769 3.34409 -2.47436
*
```

Values from the calculation:
Structure (SMILES): COC[C@H](C)N.COC[C@H](C)N.COC[C@H](C)N.COC[C@H](C)N.COC[C@H](C)N.COC[C@H](C)N.COC[C@H](C)N.O
Lowest unoccupied orbital energy: 0.4 eV
HOMO-LUMO gap: 9.5 eV

=====

Most stable pick: #B. Distance to second place: 841.3 kcal/mol.